Record 1
ORCA calculation (ωB97M-V/def2-TZVPD) on a structure of composition C24H39F6IrN3O7S2Si3.

## Properties
- ΔE to the lowest compared entry with this formula, charge and spin: 0.0000 eV
- Charge: -1
- HOMO (alpha / beta): -4.6 / -5.6 eV
- Orbital gap (alpha / beta): 6.980 / 6.284 eV
- ⟨S²⟩: 6.03
- 2S+1: 5
- Max |F|: 0.12 eV/A

Geometry (Å):
C  -2.756  1.134  0.857
H  1.104  4.012  1.681
C  0.605  3.607  0.795
H  -0.601  0.159  -3.970
F  -1.926  -5.801  0.529
H  -1.774  1.460  -4.212
H  1.853  3.575  -3.710
C  3.047  3.727  -0.977
H  3.839  3.193  -1.508
C  -6.342  1.781  1.862
H  3.630  -0.699  -0.229
H  -3.832  2.840  -0.867
F  -1.110  -5.062  -1.334
H  -1.526  3.487  -1.161
H  3.355  -2.578  1.739
H  -2.788  -1.566  3.564
C  -0.987  3.677  -2.085
H  0.231  4.445  0.210
H  0.435  -2.215  3.878
H  -1.806  0.492  -2.736
H  0.356  3.647  -4.638
H  -7.751  3.051  0.859
H  3.128  -0.856  -4.134
H  3.193  0.906  -4.176
H  3.018  -2.168  3.437
C  -1.880  -1.107  3.954
C  -5.837  3.058  -0.112
C  -1.146  0.961  -3.467
C  -1.283  -4.782  -0.041
H  3.517  4.392  -0.247
C  1.084  1.372  -1.368
H  -2.149  -0.127  4.346
O  -2.427  -3.150  1.606
C  1.428  -1.713  2.070
O  -2.000  1.440  -0.089
C  -4.543  2.561  -0.102
H  2.134  -3.006  -1.252
C  2.565  0.054  -3.906
H  1.421  2.254  -4.795
H  1.955  -2.811  -3.015
H  -0.354  4.558  -1.951
C  -4.143  1.675  0.894
C  1.021  2.976  -4.086
H  1.678  0.067  -4.540
H  -1.474  -1.726  4.751
H  2.115  1.216  1.951
N  -3.556  -3.442  -0.550
H  -0.252  3.020  1.129
H  -6.144  3.745  -0.890
H  3.587  1.042  0.994
N  -1.216  -0.216  1.762
Si  1.847  2.533  -0.133
C  1.468  -2.654  -2.047
C  2.593  -2.567  2.514
C  0.318  -1.640  2.969
Ir  -0.162  -0.023  -0.171
F  -0.072  -4.682  0.528
N  -2.414  0.334  1.889
H  -7.047  1.467  2.622
F  -5.748  -1.514  -1.148
C  2.804  1.737  1.283
H  0.547  -3.232  -2.022
H  3.267  2.552  1.850
C  -4.654  -1.463  -1.910
Si  0.021  2.198  -2.673
H  2.256  -3.586  2.715
O  1.516  -1.142  0.977
O  -1.317  -2.229  -0.406
S  -2.207  -3.202  0.191
H  2.523  4.350  -1.706
H  -4.728  0.585  2.635
Si  2.146  0.042  -2.073
C  -6.738  2.668  0.870
S  -3.867  -3.121  -2.073
H  -1.711  3.913  -2.871
O  -2.723  -2.903  -2.907
O  -4.921  -3.976  -2.525
C  -5.048  1.285  1.876
C  -0.879  -0.975  2.842
C  3.787  -0.339  -1.244
F  -5.005  -1.009  -3.117
F  -3.803  -0.594  -1.361
H  4.443  0.534  -1.213
O  1.140  -1.295  -1.863
H  4.300  -1.118  -1.815

Record 2
ORCA calculation (ωB97M-V/def2-TZVPD) on a cluster of 2 separate species, C5H5F2N in total in a non-equilibrium geometry.

## Properties
- ΔE to the lowest compared entry with this formula, charge and spin: 2.2378 eV
- HOMO (alpha / beta): -7.2 / -9.7 eV
- Orbital gap (alpha / beta): 8.210 / 7.703 eV
- ⟨S²⟩: 2.02
- 2S+1: 3
- Max |F|: 4.39 eV/A

Geometry (Å):
C  0.565  -2.764  0.699
C  -0.638  1.944  -0.016
C  0.447  -1.509  0.426
F  1.240  -0.555  0.806
F  -2.100  -0.974  -1.481
H  1.331  -3.149  1.335
H  1.262  1.847  -1.051
H  -1.128  2.603  0.607
C  -1.217  -0.273  -0.825
N  -1.328  0.889  -0.489
H  1.117  3.180  0.025
H  -0.153  -3.480  0.232
C  0.602  2.242  -0.267

Record 3
ORCA calculation (ωB97M-V/def2-TZVPD) on a cluster of 2 separate species, C21H30FN2O3P in total in a non-equilibrium geometry.

## Properties
- HOMO: -8.5 eV
- Orbital gap: 9.079 eV
- SMILES string: CCOC[C@H](C#N)[C@](C#N)(CCCOC(C)=O)P(C)CC.Fc1ccccc1
- Max |F|: 3.52 eV/A

Geometry (Å):
C  -1.116  -0.425  -1.998
H  0.628  1.586  -0.851
C  3.725  1.428  2.522
H  7.272  1.118  3.934
P  -3.656  -0.904  -1.392
C  6.270  1.205  3.536
H  2.879  -0.257  -0.223
C  0.023  1.793  0.027
C  -2.228  -3.411  -1.342
H  2.407  -3.051  -1.211
O  -1.099  4.647  -0.960
H  -1.632  -2.643  0.452
C  -0.294  0.449  0.686
N  -0.450  -0.069  -2.896
H  -4.010  -2.062  0.720
C  4.798  1.692  1.697
H  0.071  -3.907  -0.902
H  -4.213  1.096  -2.681
H  1.675  -0.513  -1.494
C  -0.920  3.493  -1.292
C  -1.415  -2.452  -0.584
H  2.887  -2.501  0.361
C  -4.596  -1.363  0.138
C  -4.037  0.889  -1.641
F  2.475  1.536  2.023
H  -4.793  -0.502  0.763
C  5.175  0.942  4.346
H  5.321  0.646  5.376
C  2.248  -2.272  -0.476
C  -1.817  -0.972  -0.877
H  6.933  1.790  1.582
H  -6.040  -1.959  -1.362
C  -0.512  3.145  -2.690
H  -1.256  2.525  -3.165
N  -2.880  -4.243  -1.819
H  0.490  -0.247  0.450
H  3.021  0.863  4.457
H  -0.444  4.058  -3.249
H  -5.848  -3.117  -0.100
H  -0.236  0.612  1.754
O  0.910  -2.313  0.019
C  3.889  1.057  3.841
O  -1.156  2.479  -0.408
H  -2.423  0.686  0.405
C  -1.679  -0.090  0.401
H  0.422  2.610  -2.721
H  3.315  -0.931  -1.820
H  0.285  -2.529  -1.947
H  -6.751  -1.615  0.181
C  6.081  1.581  2.213
C  -5.892  -2.062  -0.296
H  -4.890  1.141  -1.035
C  0.010  -2.822  -0.941
C  2.572  -0.893  -1.037
H  0.627  2.429  0.653
H  -3.202  1.497  -1.304
H  -1.935  -0.759  1.210
H  4.628  1.978  0.667

Record 4
ORCA calculation (ωB97M-V/def2-TZVPD) on a structure of composition C20H22BF2N6O2Ru in a non-equilibrium geometry.

## Properties
- ΔE to the lowest compared entry with this formula, charge and spin: 0.5166 eV
- Charge: +3
- HOMO (alpha / beta): -13.5 / -16.4 eV
- Orbital gap (alpha / beta): 3.851 / 6.636 eV
- ⟨S²⟩: 6.03
- 2S+1: 5
- Max |F|: 4.23 eV/A

Geometry (Å):
H  -5.175  2.027  3.783
H  6.301  0.690  2.032
H  -3.076  -0.984  4.101
C  3.140  -0.334  1.329
H  -5.174  2.786  -1.223
N  1.492  -1.971  -1.495
H  5.004  -1.267  1.801
C  -0.334  1.036  -4.691
H  -3.964  2.898  2.807
C  -3.314  1.883  -1.802
H  -2.254  -0.288  2.195
H  4.185  -3.490  -3.773
H  -3.680  2.565  4.515
O  2.653  -0.816  2.528
N  -2.039  0.828  -0.079
H  1.289  -0.266  -5.192
H  4.886  0.963  2.869
C  0.610  0.060  -4.424
H  -4.366  -0.059  4.886
C  -1.145  0.839  -2.414
H  5.122  1.675  1.375
C  -4.298  2.253  -0.889
H  -0.395  1.489  -5.668
C  -4.107  2.163  3.594
C  3.409  -3.085  -3.144
O  2.404  0.058  0.402
C  -3.386  0.012  4.411
N  -0.164  -0.059  -2.157
C  2.251  -2.978  -1.065
H  -2.678  0.384  5.156
F  0.717  -1.825  1.681
N  5.283  0.821  1.927
H  2.729  -1.685  -4.611
C  4.646  -0.381  1.270
Ru  0.291  -0.846  -0.370
C  2.601  -2.057  -3.607
C  -3.046  1.164  0.862
C  3.219  -3.572  -1.856
H  4.962  -0.417  0.226
C  0.679  -0.465  -3.140
H  3.810  -4.389  -1.473
C  -4.160  1.892  0.432
H  2.074  -3.311  -0.048
B  1.494  -1.433  2.737
F  1.020  -1.672  3.917
C  1.627  -1.522  -2.763
N  -1.023  0.182  0.346
C  -2.901  0.585  2.149
C  -1.212  1.412  -3.694
H  -3.476  2.124  -2.835
H  -4.954  2.101  1.128
H  -1.939  2.169  -3.920
C  -2.167  1.200  -1.416
N  -3.471  0.912  3.290

Record 5
ORCA calculation (ωB97M-V/def2-TZVPD) on a cluster of 4 separate species, C21H19F3NO9P2 in total.

## Properties
- Charge: -1
- HOMO: -3.1 eV
- Orbital gap: 2.640 eV
- Max |F|: 0.61 eV/A

Geometry (Å):
F  -7.668  2.611  2.007
O  1.903  1.466  0.810
O  9.342  3.639  -4.303
O  -1.441  1.336  0.353
H  -2.910  -1.059  2.961
C  -6.480  -2.764  -2.354
H  -5.316  -4.245  0.594
C  4.011  0.530  0.341
P  -3.293  0.292  2.578
F  -7.004  1.981  0.045
C  -6.632  2.001  1.351
C  4.939  -0.359  0.677
P  -1.283  0.612  1.789
H  7.021  4.409  -3.443
H  5.874  -0.458  0.141
H  4.130  1.211  -0.492
C  -4.417  -4.458  -1.314
C  -6.445  -3.135  -0.916
O  -0.368  -0.572  1.745
C  3.473  -1.169  2.584
O  -0.624  1.843  2.615
O  7.202  1.808  0.181
C  2.542  -0.277  2.252
C  2.749  0.651  1.110
N  -3.990  0.173  1.080
C  9.024  1.762  -1.309
H  -7.358  0.119  1.886
O  5.598  -2.087  2.132
H  -5.528  -1.279  1.424
H  0.248  1.999  2.208
C  7.519  3.683  -2.813
O  -3.635  -4.522  -3.536
C  -4.464  -4.103  -2.754
C  -5.565  -3.216  -3.205
C  7.692  2.228  -0.845
C  -6.380  0.626  1.904
H  1.589  -0.197  2.760
H  -7.288  -2.110  -2.655
C  9.560  2.221  -2.437
H  6.014  3.550  -1.325
O  -7.291  -2.737  -0.146
C  4.744  -1.276  1.829
F  -5.599  2.847  1.440
H  -3.596  -5.092  -1.007
C  8.851  3.219  -3.277
C  6.982  3.225  -1.685
H  -1.720  0.666  -0.290
H  -6.094  0.735  2.958
H  3.346  -1.862  3.405
H  9.519  1.034  -0.679
C  -5.376  -0.227  1.093
H  10.528  1.897  -2.797
H  -5.732  -0.202  0.048
C  -5.334  -4.009  -0.462
H  -5.570  -2.962  -4.258

Record 6
ORCA calculation (ωB97M-V/def2-TZVPD) on a structure of composition C4H4NaO in a non-equilibrium geometry.

## Properties
- ΔE to the lowest compared entry with this formula, charge and spin: 1.8553 eV
- Charge: -1
- HOMO: -2.1 eV
- Orbital gap: 4.546 eV
- Max |F|: 1.30 eV/A

Geometry (Å):
H  1.177  -2.472  -1.294
Na  1.102  -0.150  0.761
H  -1.971  0.026  -0.840
O  1.959  1.929  1.350
H  0.749  3.349  0.658
C  0.101  -2.312  -1.402
H  -1.948  -0.474  0.823
C  -1.406  -0.574  -0.123
C  -0.630  -1.538  -0.709
C  0.868  2.216  0.776

Record 7
ORCA calculation (ωB97M-V/def2-TZVPD) on a structure of composition C46H50BrN2ORbSi.

## Properties
- ΔE to the lowest compared entry with this formula, charge and spin: 0.0000 eV
- Charge: -2
- HOMO: -1.2 eV
- Orbital gap: 5.072 eV
- Max |F|: 0.43 eV/A

Geometry (Å):
H  -1.561  0.913  -7.364
C  0.028  4.812  -1.188
C  -5.709  -0.612  1.740
H  2.340  3.241  -1.955
C  -3.462  -0.371  0.601
C  -1.984  -3.568  -2.626
H  3.801  1.214  -4.454
C  1.275  3.169  0.218
C  4.144  1.428  3.232
C  4.620  1.816  -2.670
H  -3.412  -1.420  -1.267
C  2.495  0.779  -2.984
C  1.612  -5.719  -4.296
C  -6.523  -0.368  2.873
H  4.893  1.896  2.592
H  2.714  -0.666  4.070
C  -2.088  -4.490  -1.578
C  2.206  -3.161  -3.451
C  3.213  -3.974  -3.953
H  -6.700  0.570  4.784
H  2.623  4.656  -2.949
C  3.064  0.708  2.394
N  3.805  0.911  -3.489
H  4.431  1.567  -1.626
H  2.548  2.943  -4.984
H  0.546  1.571  -3.130
C  4.259  3.282  -2.947
H  -7.523  -0.793  2.895
H  1.883  6.491  -0.067
C  -4.369  -0.100  1.680
H  1.070  3.572  -4.287
H  3.697  7.141  1.286
C  -6.190  -1.353  0.639
C  -6.075  0.393  3.916
C  -4.135  -4.388  -3.424
Si  -0.463  -2.374  -2.650
H  1.372  -6.725  -4.625
H  -3.220  -6.049  -0.629
C  -1.366  0.275  -6.509
C  -5.360  -1.597  -0.423
O  2.294  0.237  -1.929
H  -3.006  -2.840  -4.369
C  3.121  3.801  1.617
H  -1.297  -4.525  -0.832
C  -3.038  -3.543  -3.543
H  0.114  4.231  -2.111
H  -4.436  1.598  4.665
H  0.471  -2.421  -5.609
Br  -2.262  1.558  2.781
C  -4.207  -5.296  -2.377
H  3.909  3.612  2.332
H  -0.951  4.596  -0.754
C  -0.853  -1.385  -4.273
H  4.313  -1.087  2.196
C  1.432  1.525  -3.761
Rb  -0.327  -0.174  -0.003
H  -2.717  1.323  -5.210
H  -5.066  -5.948  -2.270
C  2.257  2.735  1.179
H  3.836  6.238  2.800
C  -3.170  -5.346  -1.454
C  2.143  -0.015  3.400
C  1.938  2.944  -4.074
H  4.233  -3.607  -3.994
H  -2.256  -0.108  -3.266
C  -4.788  0.961  3.864
H  1.411  -0.619  2.861
H  0.030  -0.980  -7.549
C  3.790  -0.366  1.557
H  4.754  3.913  -2.203
H  4.653  0.694  3.864
C  2.981  5.106  1.176
H  -0.400  -5.278  -3.737
H  0.059  5.871  -1.449
H  -4.937  -4.342  -4.153
C  -0.229  -1.598  -5.508
H  1.157  0.979  -4.667
H  2.461  -2.165  -3.099
C  2.749  3.572  -2.916
H  3.067  -0.892  0.933
C  -3.989  0.708  2.782
H  4.653  3.565  -3.932
H  0.614  2.399  -0.165
H  4.517  0.110  0.894
C  -4.029  -1.136  -0.414
H  1.601  0.723  3.994
H  4.960  5.918  1.480
C  -2.013  0.502  -5.300
H  5.679  1.642  -2.881
C  2.920  -5.261  -4.383
C  -1.751  -0.311  -4.208
C  1.128  4.463  -0.212
H  3.699  -5.904  -4.779
C  -0.475  -0.785  -6.608
C  3.920  6.161  1.713
H  -7.211  -1.722  0.656
H  -5.724  -2.168  -1.273
C  1.991  5.462  0.262
C  0.874  -3.588  -3.369
N  2.217  1.456  1.504
C  0.612  -4.894  -3.794
H  3.697  2.184  3.880

Record 8
ORCA calculation (ωB97M-V/def2-TZVPD) on a structure of composition C23H19N7O2PtS.

## Properties
- HOMO (alpha / beta): -6.1 / -7.6 eV
- Orbital gap (alpha / beta): 5.091 / 6.559 eV
- ⟨S²⟩: 2.09
- 2S+1: 3
- Max |F|: 0.41 eV/A

Geometry (Å):
H  2.191  6.102  -1.132
H  4.113  -0.293  -0.815
C  2.056  -5.278  1.653
H  1.036  -3.996  -0.981
C  -1.098  6.742  -1.603
C  2.485  -2.977  2.235
C  2.495  -1.688  -0.773
C  -1.610  -1.989  -1.552
C  1.427  -4.446  3.817
H  2.118  -6.078  0.927
C  2.528  -4.004  1.286
H  -2.680  -2.010  -1.743
C  0.860  0.613  -1.337
H  0.606  8.019  -1.352
N  -3.155  3.760  -1.902
C  0.447  -3.101  -1.113
C  -2.910  5.028  -1.861
C  1.505  -5.493  2.892
H  2.707  1.674  -1.299
N  -0.646  4.402  -1.555
C  1.135  5.940  -1.286
C  1.075  -1.845  -1.041
O  0.211  1.731  -1.509
C  2.254  0.694  -1.209
N  2.989  -3.857  -0.008
C  0.666  -3.700  5.935
N  -5.718  1.492  -2.257
H  1.625  -3.320  6.297
H  0.110  -4.121  6.768
C  -0.898  -3.179  -1.369
H  1.266  3.762  -1.291
C  3.044  -0.402  -0.948
C  0.270  -0.705  -1.288
N  -1.054  -0.804  -1.522
C  -4.493  2.020  -2.099
H  2.894  -2.006  1.987
H  -1.816  7.544  -1.705
N  -4.428  3.339  -2.076
C  -1.523  5.425  -1.670
H  0.094  -2.878  5.495
H  -6.509  2.101  -2.367
C  0.251  6.999  -1.408
H  -3.718  5.739  -1.966
H  1.125  -6.465  3.177
H  -5.837  0.499  -2.313
S  -3.156  0.915  -1.939
N  3.328  -2.651  -0.381
C  1.938  -3.195  3.490
O  0.845  -4.753  5.009
Pt  -1.612  2.569  -1.708
H  -1.403  -4.133  -1.430
C  0.646  4.645  -1.369
H  1.927  -2.385  4.206

Record 9
ORCA calculation (ωB97M-V/def2-TZVPD) on a cluster of 2 separate species, BrFHP in total in a non-equilibrium geometry.

## Properties
- ΔE to the lowest compared entry with this formula, charge and spin: 2.3738 eV
- HOMO (alpha / beta): -10.2 / -9.8 eV
- Orbital gap (alpha / beta): 7.841 / 6.577 eV
- Max |F|: 2.93 eV/A

Geometry (Å):
P  -0.272  0.317  -0.994
Br  1.255  0.590  1.829
H  0.547  -0.695  -0.709
F  -1.530  -0.212  -0.126